Computed, not measured: a molecular structure, C5H4N2, with ωB97M-V/def2-TZVPD.

Structure (ORCA input):
```
! RIJCOSX wB97M-V def2-TZVPD def2/J DEFGRID3
* xyz 0 1
C 2.0268 -0.7694 0.8599
C 1.0429 -0.6255 0.1720
C 0.3232 0.5360 -1.1551
C -0.2787 -0.6809 -0.5786
N -1.4171 -0.2774 0.1821
N -1.4531 1.0394 0.2918
C -0.4543 1.5188 -0.4277
H 2.9096 -0.8747 1.4527
H -0.3718 -1.6273 -1.1092
H -2.0005 -0.8324 0.7893
H -0.3269 2.5933 -0.4773
*
```

The calculation puts the energy above the lowest of the compared OMol25 structures with the same formula, charge and spin at 565.87 kJ/mol. The molecular weight is 92.1 g/mol. Its calculated total energy is -8223.629 eV. As for the orbital gap: 8.3 eV.

These are the Mulliken partial charges, in e, on atoms 1 to 6: atom 1 (C): 0.51, atom 2 (C): -0.89, atom 3 (C): -0.49, atom 4 (C): -0.03, atom 5 (N): 0.12, atom 6 (N): -0.52